Record 1
A 3-piece molecular cluster, C29H57ClFN4O7S overall at a distorted geometry. Source: the Open Molecules 2025 dataset; level of theory: ωB97M-V/def2-TZVPD.

The charge is +1. As for the total energy: -77355.235 eV. The spin multiplicity is 1. As for the HOMO energy: -11.74 eV. The value obtained for the orbital gap is 9.50 eV. The LUMO energy comes out at -2.246 eV.

Each line ends with the Mulliken charge.
Atoms and positions in Å:
C -3.066 -0.888 -0.435  -0.35
C -2.934 0.344 -1.431  -0.55
C -2.198 1.574 -0.748  0.15
C -1.299 2.348 -1.785  -1.56
C 0.194 2.583 -1.279  0.47
C 1.121 2.459 -2.541  -0.63
C 2.652 2.662 -2.268  -0.72
C 3.476 1.330 -2.129  -0.64
C 2.868 0.266 -1.138  -0.40
C 3.588 0.453 0.244  -0.62
C 3.711 1.954 0.739  -1.22
C 5.144 2.599 0.439  -0.48
C 5.041 4.074 -0.137  -1.18
C 2.739 -0.303 1.341  1.39
S 3.769 -0.617 2.829  -0.21
Cl 1.334 0.759 1.934  -0.10
C 2.006 -1.583 0.745  -0.27
C 1.476 -2.523 1.859  -1.27
C 2.424 -3.567 2.517  -0.45
F 2.117 -4.899 2.169  -0.35
C 2.650 -2.217 -0.549  1.41
C 3.994 -3.051 -0.274  -1.80
N 5.069 -2.317 0.418  -0.18
C 1.709 -3.440 -0.911  -1.89
C 0.154 -3.273 -0.987  0.11
O -0.296 -3.750 -2.287  -0.60
N 2.881 -1.187 -1.666  2.28
N 4.146 -1.351 -2.275  -0.65
C 1.861 -1.194 -2.755  -1.40
N 1.915 -2.269 -3.732  0.14
C 1.798 -1.792 -5.119  -0.87
H -3.966 -1.515 -0.638  0.35
H -3.221 -0.443 0.584  0.02
H -2.158 -1.531 -0.483  -0.16
H -2.412 -0.015 -2.351  0.45
H -3.976 0.603 -1.736  0.35
H -3.033 2.271 -0.466  -0.11
H -1.666 1.236 0.172  0.34
H -1.232 1.691 -2.698  0.42
H -1.746 3.304 -2.151  0.42
H 0.205 3.626 -0.860  0.46
H 0.463 1.909 -0.432  -0.49
H 0.810 3.286 -3.234  0.52
H 0.853 1.512 -3.066  0.00
H 3.057 3.152 -3.198  0.41
H 2.815 3.416 -1.470  0.08
H 3.543 0.975 -3.195  0.67
H 4.560 1.496 -1.886  0.27
H 1.782 0.500 -0.977  -0.65
H 4.645 0.125 0.140  0.33
H 2.870 2.605 0.420  0.50
H 3.691 2.020 1.859  0.65
H 5.773 1.932 -0.210  0.27
H 5.742 2.703 1.383  0.54
H 4.148 4.611 0.272  0.28
H 5.082 4.083 -1.249  0.23
H 5.958 4.608 0.220  0.40
H 5.063 -0.269 2.516  0.18
H 1.065 -1.124 0.320  -0.11
H 1.144 -1.860 2.704  0.60
H 0.531 -3.076 1.608  0.31
H 3.506 -3.341 2.347  0.19
H 2.305 -3.532 3.630  0.37
H 4.341 -3.571 -1.207  0.23
H 3.788 -3.934 0.384  0.57
H 5.845 -2.164 -0.233  0.29
H 5.473 -2.915 1.139  0.31
H 1.834 -4.231 -0.123  0.83
H 2.027 -3.992 -1.834  0.76
H -0.384 -3.923 -0.246  0.41
H -0.257 -2.246 -0.859  -0.65
H -0.937 -3.095 -2.581  0.38
H 4.918 -0.973 -1.745  0.11
H 4.164 -1.130 -3.260  0.30
H 0.858 -1.054 -2.259  -0.08
H 1.885 -0.281 -3.413  0.54
H 2.668 -2.931 -3.595  0.39
H 1.730 -2.633 -5.844  0.39
H 2.665 -1.108 -5.354  0.27
H 0.883 -1.155 -5.232  0.29
C -5.357 2.183 3.201  -0.20
C -5.498 0.811 2.609  -0.20
O -5.659 1.083 1.216  -0.33
C -5.102 2.296 0.974  0.73
O -4.918 2.744 -0.116  -0.62
O -4.779 2.928 2.125  -0.36
H -4.710 2.196 4.076  0.36
H -6.317 2.627 3.464  0.21
H -4.603 0.198 2.749  0.22
H -6.358 0.273 3.002  0.19
C -10.208 0.108 4.814  -0.36
C -9.795 0.781 3.536  -0.31
O -8.640 1.521 3.931  -0.28
C -8.128 0.917 5.034  0.68
O -7.072 1.185 5.515  -0.50
O -8.971 -0.028 5.512  -0.33
H -10.669 -0.864 4.647  0.30
H -10.885 0.724 5.412  0.27
H -9.508 0.067 2.759  0.25
H -10.564 1.442 3.141  0.30

Cartesian forces, eV/Å:
C -0.3 0.9 -0.1
C -0.2 -0.9 0.7
C -1.3 0.4 -1.2
C 0.8 -1.0 0.3
C -1.0 0.6 -0.8
C -0.1 1.0 0.7
C 0.0 0.0 -1.1
C 0.1 -0.2 -0.9
C -0.7 2.3 1.0
C -1.1 0.5 0.5
C 1.4 0.6 0.3
C -0.3 0.7 -0.1
C 1.0 -0.6 0.4
C 1.0 -0.6 -0.7
S 0.1 0.0 0.6
Cl 0.5 -0.4 -0.3
C -0.7 1.3 -0.9
C -0.3 -0.6 1.0
C 0.4 0.4 1.2
F 0.3 0.8 -0.4
C 0.5 -3.4 1.9
C 0.3 -0.7 0.3
N 0.6 -0.3 -0.9
C -0.9 -0.8 -0.1
C -0.8 -0.5 -0.8
O 0.1 0.7 0.7
N 0.9 2.0 -0.3
N 0.9 -1.7 -0.5
C -2.1 0.4 -1.8
N 0.0 0.0 0.4
C 0.2 0.8 0.0
H 0.7 0.4 0.0
H 0.3 -0.7 -0.7
H -0.6 0.5 0.4
H -0.2 0.4 0.6
H 0.9 0.1 0.2
H 1.2 -0.8 0.1
H -0.1 0.3 -0.7
H 0.0 0.6 0.7
H 0.3 -0.7 0.5
H 0.4 -0.9 -0.3
H -0.2 0.3 -0.7
H 0.2 -0.8 0.5
H 0.5 0.5 0.3
H -0.1 -0.4 0.9
H -0.2 -0.7 -0.3
H -0.3 -0.1 1.1
H -1.1 0.1 0.1
H 0.9 -0.2 -0.2
H -0.9 -0.4 0.5
H 0.7 -0.5 -0.1
H -0.4 -0.7 -1.0
H -0.6 0.7 0.3
H -0.8 -0.4 -0.6
H 0.7 -0.5 -0.5
H -0.4 0.1 0.7
H -0.9 -0.2 -0.4
H -1.0 -0.1 -0.5
H 0.8 -0.4 0.5
H 0.3 -0.4 -0.9
H 0.9 0.6 -0.2
H -1.0 -0.5 -0.1
H 0.0 0.0 -0.9
H -0.4 0.9 0.6
H -0.5 1.1 -0.6
H -0.2 0.0 0.3
H -0.2 0.3 -0.1
H 0.3 1.1 -0.5
H -0.3 0.8 0.6
H 0.8 0.6 -0.3
H 0.7 -0.5 0.2
H -0.1 -0.3 -0.3
H -0.4 0.2 0.0
H -0.2 0.3 0.2
H 0.9 -0.7 -0.1
H 0.7 -0.3 1.3
H -0.2 0.1 0.0
H 0.2 0.6 0.7
H -0.6 -0.6 -0.3
H 0.6 -0.7 0.1
C -0.1 0.2 0.7
C -0.1 -0.5 0.3
O 0.2 0.3 -0.1
C -0.1 0.3 -0.1
O -0.3 0.0 0.2
O 0.0 -0.3 -0.4
H 0.0 0.2 -0.1
H 0.1 0.0 0.0
H 0.0 0.0 0.0
H 0.0 0.0 -0.2
C -0.6 -0.2 0.2
C -0.4 0.0 -0.6
O 0.1 -0.1 0.2
C 0.1 0.0 0.4
O -0.1 -0.1 -0.2
O 0.2 0.3 -0.2
H 0.2 0.0 0.1
H 0.1 0.0 0.0
H 0.0 0.0 0.1
H 0.2 0.1 0.0

***

Record 2
A 5-piece molecular cluster, C2H15N2O3 overall at a distorted geometry. Source: the Open Molecules 2025 dataset; level of theory: ωB97M-V/def2-TZVPD.

The charge is +1. As for the total energy: -11426.902 eV. The spin multiplicity is 1. As for the HOMO energy: -14.05 eV. The value obtained for the orbital gap is 5.07 eV. Its energy relative to the best compared isomer or geometry (same formula, charge and spin) is 177.2 kcal per mole. The LUMO energy comes out at -8.978 eV.

Each line ends with the Mulliken charge.
Atoms and positions in Å:
C 1.745 -1.169 -0.570  0.03
N 0.501 -1.891 -0.646  -0.33
C 1.769 -0.263 0.685  -1.20
N 3.035 0.536 0.649  -0.34
H 2.587 -1.853 -0.519  0.32
H 1.910 -0.520 -1.469  0.42
H 0.418 -2.601 -1.375  0.31
H -0.234 -1.216 -0.798  0.18
H 0.825 0.261 0.844  0.43
H 1.828 -0.984 1.502  0.43
H 1.702 1.071 -0.922  0.17
H 2.784 1.238 -0.074  0.27
H 3.023 1.186 1.443  0.33
H -2.557 -0.679 0.431  0.32
H -1.653 0.580 -0.115  0.36
O -1.926 -0.336 -0.209  -0.67
H -5.723 -0.316 0.276  0.31
H -4.641 0.653 0.678  0.31
O -4.832 -0.290 0.643  -0.62
H 0.330 1.664 -0.515  0.23
H -0.372 2.924 0.161  0.35
O -0.517 2.005 -0.104  -0.62

Cartesian forces, eV/Å:
C -1.9 -1.1 3.2
N 1.7 1.4 -1.5
C 0.7 -2.4 0.8
N -2.5 0.5 0.0
H 0.4 0.2 -0.5
H 0.0 1.9 -1.4
H 0.4 0.0 0.3
H -1.3 -0.1 0.8
H 0.2 0.1 0.0
H 0.2 0.2 0.2
H 1.2 -1.1 -0.5
H 0.9 0.6 -1.5
H 0.1 -0.4 0.4
H -0.2 0.6 0.1
H -0.7 0.2 0.7
O 0.8 -0.8 -0.9
H 0.0 -0.2 0.0
H 0.0 0.0 0.0
O 0.0 0.2 0.0
H -1.4 1.0 0.5
H 0.1 -0.1 -0.1
O 1.2 -0.5 -0.5

***

> orbital gap of number 1 (C29H57ClFN4O7S)?

9.50 eV

***

> Which value of charge does entry 1 give?

+1